{
  "formula": "C2H4N3O",
  "method": "the ωB97M-V functional and the def2-TZVPD basis",
  "elements": ["C", "C", "N", "N", "N", "O", "H", "H", "H", "H"],
  "xyz": [[1.101, -0.602, 0.025], [-1.182, -1.075, 1.001], [0.947, 1.292, -0.870], [0.790, 2.092, -1.609], [0.018, -0.852, 0.327], [0.730, 2.953, -2.350], [2.162, -0.514, -0.063], [-1.831, -1.828, 0.549], [-0.796, -1.206, 2.068], [-1.939, -0.259, 0.922]],
  "forces_ev_per_angstrom": [[-2.30, -1.45, 1.19], [-1.60, 0.40, 1.69], [0.12, -0.80, 1.24], [0.58, 0.75, -0.41], [2.78, 0.33, -1.00], [-0.58, 1.77, -1.70], [0.16, -0.17, -0.24], [0.94, -0.90, 0.31], [-1.38, -0.27, -1.27], [1.28, 0.34, 0.21]],
  "nbo_charge": [0.456, -0.482, -0.208, 0.515, -0.196, -0.228, 0.303, 0.285, 0.281, 0.274],
  "charge": 1,
  "homo_ev": -16.389,
  "e_lumo_ev": -4.65,
  "orbital_gap_ev": 11.736
}